C22H68CsN2O12 as an isolated structure in a non-equilibrium geometry, computed with the ωB97M-V functional and the def2-TZVPD basis.

Geometry as XYZ:
```
105
Properties=species:S:1:pos:R:3:mulliken_charge:R:1
Cs -0.20 -0.66 0.24 -0.1053
C -2.34 -2.68 2.58 -0.3956
O -1.02 -2.92 2.18 -0.3204
H -2.63 -1.64 2.52 -0.0011
H -3.06 -3.34 2.10 0.3044
H -2.41 -2.97 3.63 0.3271
H -0.57 -3.40 2.88 0.2161
C -4.48 -0.76 -0.31 -0.7502
O -3.23 -1.27 -0.76 0.0822
H -4.35 -0.10 0.55 0.2058
H -4.94 -0.18 -1.11 0.2742
H -5.24 -1.48 0.00 0.3349
H -3.50 -1.81 -1.50 0.1523
C -2.55 -2.75 -3.77 -0.3104
O -3.70 -3.01 -2.93 -0.6414
H -2.15 -1.75 -3.63 -0.0433
H -1.74 -3.42 -3.49 0.2080
H -2.82 -2.83 -4.83 0.3967
H -3.99 -3.92 -3.07 0.3001
C 3.27 2.14 -0.19 -0.7518
O 4.01 1.41 0.79 -0.5149
H 3.60 1.82 -1.18 0.3456
H 2.20 1.93 -0.09 0.1806
H 3.47 3.21 -0.25 0.4543
H 4.94 1.37 0.56 0.2696
C 0.71 -2.18 -4.87 -0.6684
O 0.80 -3.00 -3.73 -0.4523
H 1.62 -2.21 -5.48 0.3267
H -0.12 -2.44 -5.52 0.3355
H 0.52 -1.13 -4.63 0.1072
H 1.23 -2.50 -3.03 0.4148
C -1.04 -4.78 -0.98 -0.2351
O -1.72 -5.80 -1.53 -0.5522
H -0.38 -4.29 -1.71 0.0976
H -1.71 -4.10 -0.45 0.1726
H -0.36 -5.26 -0.28 0.3151
H -2.37 -5.50 -2.17 0.2802
C 3.43 -1.58 -2.13 0.5226
O 2.23 -1.47 -2.00 -0.4905
N 4.20 -1.53 -1.10 -0.3329
N 4.11 -1.84 -3.22 -0.3521
H 5.17 -1.78 -1.21 0.1696
H 3.73 -1.45 -0.21 0.1092
H 5.10 -2.02 -3.18 0.1701
H 3.71 -1.55 -4.10 0.2402
C 4.34 -1.75 2.67 -1.4964
C 2.94 -1.23 2.71 0.5570
C 2.79 -0.04 3.61 -1.1322
O 2.62 -0.77 1.38 -0.3489
H 4.40 -2.53 1.92 0.3695
H 4.69 -2.09 3.65 0.4656
H 4.99 -0.92 2.37 0.2048
H 2.22 -1.99 3.02 0.3345
H 3.47 0.78 3.36 0.4489
H 2.89 -0.30 4.66 0.3906
H 1.77 0.35 3.53 0.1079
H 3.18 -0.02 1.19 0.1926
C -1.79 3.65 -2.05 -1.5727
C -2.02 2.16 -1.74 0.7118
C -2.93 1.54 -2.86 -1.3877
O -0.75 1.59 -1.84 0.1948
H -2.74 4.17 -1.97 0.5103
H -1.41 3.76 -3.07 0.2856
H -1.06 4.12 -1.38 0.2516
H -2.41 1.99 -0.74 0.4775
H -2.90 0.46 -2.73 0.1443
H -2.67 1.81 -3.89 0.3126
H -3.98 1.82 -2.78 0.4228
H -0.37 1.72 -2.71 -0.1526
C -2.69 3.24 3.14 -1.2481
C -1.29 3.07 2.49 0.7539
C -0.22 3.89 3.23 -1.2241
O -0.92 1.71 2.49 0.2423
H -3.14 4.21 2.94 0.4436
H -2.72 3.04 4.21 0.1992
H -3.43 2.56 2.71 0.2558
H -1.36 3.44 1.47 0.1874
H -0.35 4.97 3.16 0.4339
H 0.78 3.64 2.90 0.2339
H -0.36 3.67 4.29 0.2197
H -0.90 1.40 3.40 -0.1240
C -2.63 -0.57 5.49 -1.2334
C -1.19 -0.23 5.77 0.1975
C -0.14 -1.06 4.94 -0.8401
O -0.96 1.10 5.30 -0.5459
H -3.32 0.09 6.01 0.4068
H -2.90 -1.59 5.77 0.3706
H -2.82 -0.55 4.42 0.1052
H -0.94 -0.29 6.82 0.4453
H -0.34 -2.12 5.10 0.4948
H 0.90 -0.98 5.28 0.1960
H -0.14 -0.94 3.85 0.0586
H -1.41 1.65 5.95 0.2857
C 1.62 3.79 -2.89 -0.9937
C 1.45 3.00 -4.21 0.5912
C 2.63 2.05 -4.39 -1.4393
O 0.33 2.19 -4.21 -0.4935
H 1.73 3.11 -2.05 -0.1507
H 0.88 4.57 -2.71 0.3221
H 2.57 4.33 -2.85 0.5370
H 1.33 3.60 -5.11 0.3305
H 2.74 1.53 -5.35 0.4340
H 2.70 1.19 -3.72 0.1847
H 3.59 2.54 -4.24 0.4239
H 0.19 1.88 -5.11 0.2519
```

The value obtained for the lowest unoccupied orbital energy is -1.994 eV. The total charge is +1. The value obtained for the frontier orbital gap is 9.850 eV. Its molar mass is 685.69 g/mol.